Here is a structure of composition C9H8Br3FN3O2S from the Open Molecules 2025 dataset. Energies are from wB97M-V/def2-TZVPD.

**E**: -241700.4008 eV
**Charge**: +1
**HOMO**: -12.133 eV
**2S+1**: 1

Each line ends with the natural charge from an NBO analysis.
Geometry (Å):
1 O -3.691 -1.934 0.931  -0.888
2 S -2.392 -1.530 0.527  2.451
3 O -1.352 -1.610 1.476  -0.843
4 F -2.050 -2.239 -0.787  -0.431
5 C -2.580 0.142 0.053  -0.246
6 N -3.775 0.788 -0.239  -0.427
7 C -3.542 2.039 -0.554  0.281
8 N -2.224 2.264 -0.478  -0.460
9 C -1.611 1.086 -0.107  0.237
10 C -0.135 1.033 0.017  -0.193
11 C 0.636 1.055 -1.146  -0.157
12 C 2.005 1.034 -0.953  -0.252
13 C 2.473 0.992 0.362  0.083
14 N 1.742 0.955 1.464  -0.379
15 C 0.420 0.967 1.283  0.082
16 H -4.693 0.358 -0.235  0.479
17 H -4.241 2.802 -0.850  0.265
18 H -1.736 3.130 -0.654  0.470
19 H 0.196 1.097 -2.132  0.231
20 H 2.679 1.073 -1.792  0.250
21 H 3.546 1.013 0.501  0.221
22 H -0.203 0.951 2.167  0.215
23 C 4.029 -3.189 0.271  -0.498
24 Br 5.041 -2.592 1.791  0.109
25 Br 2.968 -1.743 -0.461  0.062
26 Br 5.147 -3.995 -1.069  0.111
27 H 3.342 -3.947 0.617  0.228

***

Here is a cluster of 5 separate species, C9H8BrCl17O2 in total from the Open Molecules 2025 dataset. Energies are from wB97M-V/def2-TZVPD.

**E**: -296479.3761 eV
**HOMO**: -10.527 eV
**2S+1**: 1
**SMILES**: CC[C@@H](Cl)[C@H](Br)OC=O.ClC(Cl)(Cl)Cl.ClC(Cl)(Cl)Cl.ClC(Cl)(Cl)Cl.ClC(Cl)(Cl)Cl

Each line ends with the natural charge from an NBO analysis.
Geometry (Å):
1 C 0.435 1.573 3.244  -0.616
2 C 0.175 0.328 2.376  -0.448
3 C -0.283 -0.938 3.126  -0.244
4 Cl -0.138 -0.858 4.901  -0.036
5 C -1.688 -1.416 2.763  0.052
6 Br -1.848 -1.647 0.828  0.005
7 O -2.721 -0.662 3.352  -0.546
8 C -3.026 0.533 2.744  0.655
9 O -3.876 0.676 1.979  -0.487
10 H 0.335 2.440 2.598  0.212
11 H -0.257 1.695 4.065  0.214
12 H 1.466 1.578 3.571  0.215
13 H -0.550 0.605 1.618  0.219
14 H 1.095 0.114 1.855  0.231
15 H 0.365 -1.744 2.811  0.229
16 H -1.787 -2.406 3.171  0.220
17 H -2.444 1.399 3.089  0.111
18 Cl -2.587 -0.706 -2.309  0.067
19 C -1.939 0.916 -2.570  -0.224
20 Cl -1.901 1.264 -4.304  0.056
21 Cl -2.966 2.095 -1.751  0.068
22 Cl -0.297 1.008 -1.913  0.046
23 Cl 5.147 -1.953 0.353  0.062
24 C 4.264 -0.517 0.882  -0.222
25 Cl 5.408 0.780 1.247  0.064
26 Cl 3.154 -0.003 -0.399  0.052
27 Cl 3.331 -0.901 2.334  0.052
28 Cl 4.725 2.764 -1.395  0.054
29 C 5.878 2.173 -2.600  -0.225
30 Cl 5.057 2.003 -4.156  0.057
31 Cl 7.207 3.327 -2.757  0.058
32 Cl 6.521 0.603 -2.107  0.056
33 Cl -4.349 -4.248 -5.866  0.053
34 C -5.250 -2.824 -5.330  -0.226
35 Cl -4.116 -1.565 -4.826  0.058
36 Cl -6.253 -2.227 -6.659  0.053
37 Cl -6.283 -3.261 -3.964  0.056

***

Here is an isolated molecule of C9H8BrNO2S from the Open Molecules 2025 dataset. Energies are from wB97M-V/def2-TZVPD.

**E**: -95922.5726 eV
**Relative energy (zero: lowest compared OMol25 entry of this formula, charge and spin)**: 1.352 eV
**HOMO**: -9.036 eV
**2S+1**: 1
**SMILES**: CC1(C)OC(c2cscn2)=C(Br)C1=O

Each line ends with the natural charge from an NBO analysis.
Geometry (Å):
1 C 2.783 0.247 -0.464  -0.610
2 C 1.333 0.774 -0.234  0.136
3 C 1.327 2.273 0.119  -0.612
4 O 0.565 0.054 0.677  -0.539
5 C -0.861 -0.427 -0.195  0.362
6 C -1.658 -1.160 0.697  -0.019
7 C -1.473 -1.692 1.951  -0.325
8 S -2.853 -2.624 2.437  0.386
9 C -3.658 -2.165 0.940  -0.093
10 N -2.933 -1.430 0.195  -0.391
11 C -0.683 0.072 -1.398  -0.286
12 Br -1.791 -0.205 -2.841  0.158
13 C 0.635 0.823 -1.563  0.572
14 O 1.006 1.356 -2.584  -0.520
15 H 3.512 0.635 0.085  0.209
16 H 3.151 0.367 -1.443  0.228
17 H 2.861 -0.764 -0.352  0.220
18 H 0.401 2.684 0.467  0.222
19 H 1.560 2.939 -0.685  0.227
20 H 2.075 2.452 0.778  0.210
21 H -0.626 -1.670 2.491  0.240
22 H -4.673 -2.538 0.923  0.226

***

no.,molar mass (g mol⁻¹)
1,480.959
2,830.766
3,274.139